1.
# C10H11NO2

2 unconnected molecules or ions with the total composition C10H11NO2 in a non-equilibrium geometry (wB97M-V/def2-TZVPD, the OMol25 dataset).

Output
LUMO level (spin up / spin down)	-0.811 / -0.810	eV
gap between HOMO and LUMO (spin up / spin down)	7.280 / 7.287	eV
E_HOMO (spin up / spin down)	-0.2973 / -0.2976	hartree
total charge	0

Last columns: bonded neighbours and bond lengths (Å).
Atoms and positions in Å:
1 C -2.8051 1.2599 0.7217  C2 1.419, C3 1.443, H14 1.063
2 C -2.5496 -0.1281 0.8656  C1 1.419, C4 1.416, H15 1.092
3 C -1.8022 2.0838 0.0901  C1 1.443, C5 1.390, H16 1.015
4 C -1.3410 -0.6672 0.3629  C2 1.416, C6 1.370, H17 1.153
5 C -0.6725 1.5123 -0.4829  C3 1.390, C6 1.393, H18 1.060
6 C -0.4542 0.1504 -0.2872  C4 1.370, C5 1.393, C10 1.467
7 C 1.0082 -1.7842 1.3694  C8 1.317, H19 1.102, H20 1.074
8 C 1.2190 -1.7330 0.0700  C7 1.317, C10 1.480, H21 1.114
9 C 1.4231 -0.3278 -2.0439  C10 1.509, H22 1.101, H23 1.112, H24 1.100
10 C 0.7516 -0.5675 -0.7134  C6 1.467, C8 1.480, C9 1.509
11 N 2.1099 0.8117 0.5470  O12 1.214, O13 1.188
12 O 2.2322 1.9748 0.2196  N11 1.214
13 O 2.6429 0.2896 1.4720  N11 1.188
14 H -3.5630 1.8397 1.1899  C1 1.063
15 H -3.0724 -0.9007 1.4331  C2 1.092
16 H -2.2146 2.9896 -0.1087  C3 1.015
17 H -1.4110 -1.8005 0.1617  C4 1.153
18 H 0.0027 2.0692 -1.0816  C5 1.060
19 H 1.4100 -2.6560 1.9113  C7 1.102
20 H 0.4037 -1.0719 1.8983  C7 1.074
21 H 2.0222 -2.3335 -0.4154  C8 1.114
22 H 1.6182 0.7317 -2.2692  C9 1.101
23 H 2.2955 -1.0154 -2.0963  C9 1.112
24 H 0.7464 -0.7271 -2.8138  C9 1.100

From a Mulliken analysis of the wavefunction, the atomic charges in e read: -0.49, -0.55, -0.88, -0.60, -0.28, 1.10, -0.88, -0.48, -1.35, 1.00, 0.75, -0.60, -0.58, 0.40, 0.36, 0.43, 0.29, 0.40, 0.29, 0.38, 0.28, 0.26, 0.38, 0.38

***

2.
# C10H11NO2

A single C10H11NO2 molecule in a non-equilibrium geometry (wB97M-V/def2-TZVPD, the OMol25 dataset).

Output
SMILES	O=C1N[C@@]23C=CC=C[C@@]2(CCC3)O1
LUMO level	0.693	eV
gap between HOMO and LUMO	9.911	eV
E_HOMO	-0.3387	hartree
total charge	0

Last columns: bonded neighbours and bond lengths (Å).
Atoms and positions in Å:
1 O 3.4584 0.4293 0.3122  C2 1.197
2 C 2.2846 0.2455 0.1687  O1 1.197, N3 1.395, O13 1.308
3 N 1.3746 -0.0048 1.1959  C2 1.395, C4 1.398, H14 1.035
4 C 0.0144 -0.1152 0.8924  N3 1.398, C5 1.558, C9 1.859, C12 1.493
5 C -0.7398 1.1042 1.5029  C4 1.558, C6 1.294, H15 1.134
6 C -1.2435 2.0926 0.8362  C5 1.294, C7 1.486, H16 1.082
7 C -1.1475 2.1370 -0.6458  C6 1.486, C8 1.310, H17 1.159
8 C -0.4617 1.2962 -1.3794  C7 1.310, C9 1.419, H18 1.044
9 C 0.2763 0.1722 -0.9256  C4 1.859, C8 1.419, C10 1.494, O13 1.414
10 C -0.1119 -1.1238 -1.5584  C9 1.494, C11 1.553, H19 1.108, H20 1.103
11 C -0.0713 -2.1295 -0.3759  C10 1.553, C12 1.491, H21 1.144, H22 1.080
12 C -0.6644 -1.4425 0.8074  C4 1.493, C11 1.491, H23 1.023, H24 1.094
13 O 1.6812 0.3215 -0.9894  C2 1.308, C9 1.414
14 H 1.7451 0.0157 2.1621  N3 1.035
15 H -0.6984 0.9953 2.6308  C5 1.134
16 H -1.7411 2.8917 1.3702  C6 1.082
17 H -1.6636 3.0237 -1.1855  C7 1.159
18 H -0.4023 1.4893 -2.4038  C8 1.044
19 H 0.7822 -1.5252 -2.0751  C10 1.108
20 H -1.0557 -1.3246 -2.0927  C10 1.103
21 H 1.0225 -2.2381 -0.0581  C11 1.144
22 H -0.5055 -3.0747 -0.6664  C11 1.080
23 H -1.6755 -1.3215 0.7053  C12 1.023
24 H -0.4570 -1.9144 1.7722  C12 1.094

From a Mulliken analysis of the wavefunction, the atomic charges in e read: -0.62, 0.35, -0.13, 0.63, -0.86, -0.28, -0.04, -1.36, 1.26, -0.92, -0.85, -0.83, -0.39, 0.27, 0.28, 0.40, 0.27, 0.48, 0.30, 0.47, 0.23, 0.54, 0.45, 0.38

***

3.
# C10H11NO2Si

2 unconnected molecules or ions with the total composition C10H11NO2Si in a non-equilibrium geometry (wB97M-V/def2-TZVPD, the OMol25 dataset).

Output
SMILES	O/[Si](=C1\C=CC=N1)c1ccccc1.O
LUMO level	-0.149	eV
gap between HOMO and LUMO	7.812	eV
E_HOMO	-0.2925	hartree
total charge	0

Last columns: bonded neighbours and bond lengths (Å).
Atoms and positions in Å:
1 O -0.1745 2.7031 0.5975  Si2 1.652, H14 0.959
2 Si -0.4118 1.0993 0.2822  O1 1.652, C3 1.760, C8 1.881
3 C -1.9574 0.2597 0.2237  Si2 1.760, C4 1.398, N7 1.304
4 C -3.1939 0.8813 0.4228  C3 1.398, C5 1.419, H15 1.009
5 C -4.0898 -0.2079 0.5798  C4 1.419, C6 1.418, H16 1.084
6 C -3.3262 -1.3849 0.3767  C5 1.418, N7 1.347, H17 1.082
7 N -2.0528 -1.0361 0.1091  C3 1.304, C6 1.347
8 C 1.2722 0.2641 0.2148  Si2 1.881, C9 1.364, C13 1.422
9 C 1.4614 -1.0748 0.3920  C8 1.364, C10 1.421, H18 1.149
10 C 2.7574 -1.6588 0.3855  C9 1.421, C11 1.358, H19 1.100
11 C 3.8180 -0.8322 0.1989  C10 1.358, C12 1.389, H20 1.102
12 C 3.6403 0.5322 0.0077  C11 1.389, C13 1.345, H21 1.159
13 C 2.4162 1.0886 0.0361  C8 1.422, C12 1.345, H22 1.086
14 H -0.9769 3.2206 0.5053  O1 0.959
15 H -3.3446 1.8787 0.4368  C4 1.009
16 H -5.1407 -0.1379 0.8349  C5 1.084
17 H -3.5648 -2.4404 0.3750  C6 1.082
18 H 0.6503 -1.8882 0.3650  C9 1.149
19 H 2.9260 -2.7378 0.5177  C10 1.100
20 H 4.8720 -1.0659 0.4208  C11 1.102
21 H 4.5884 1.1969 -0.0428  C12 1.159
22 H 2.3041 2.1540 -0.1407  C13 1.086
23 O -0.6315 0.0596 -2.2634  H24 0.961, H25 0.974
24 H -0.8183 -0.2554 -3.1522  O23 0.961
25 H -1.0232 -0.6176 -1.6830  O23 0.974

From a Mulliken analysis of the wavefunction, the atomic charges in e read: -0.49, 0.50, 0.91, -0.82, -0.48, -0.78, -0.55, 0.50, -0.06, -0.62, -0.31, -0.36, -0.51, 0.33, 0.47, 0.39, 0.44, 0.25, 0.35, 0.29, 0.24, 0.34, -0.66, 0.31, 0.32